(1)
The following is a DFT calculation (ωB97M-V/def2-TZVPD) of C5H9N as an isolated structure in a non-equilibrium geometry.

Structure (XYZ):
```
15
Properties=species:S:1:pos:R:3
N -0.2065 -0.7014 0.4612
C 0.1234 -2.3690 -1.4048
C 0.1191 1.8723 1.1922
C 0.8986 1.3101 2.3258
C -0.5033 2.4913 0.3518
C 0.0407 -1.5473 -0.2436
H -0.6902 -3.0856 -1.3884
H 1.2602 2.2198 2.8570
H 0.3356 0.6719 3.1595
H -0.6866 3.1756 -0.5547
H -1.7389 0.1007 -2.1781
H 1.2629 -2.5933 -1.6234
H -0.2731 -1.6593 -2.2078
H 1.6633 0.5717 2.0357
H -1.6052 -0.4573 -2.7823
```

The LUMO energy is 0.872 eV. The gap between HOMO and LUMO is 10.13 eV. The calculation puts the highest occupied orbital energy at -9.3 eV. The total energy comes out at -6816.3968 eV. As for the relative energy (zero: lowest compared OMol25 entry of this formula, charge and spin): 4.598 eV.

---

(2)
The following is a DFT calculation (ωB97M-V/def2-TZVPD) of C27H30IN6O3Ru as an isolated structure in a non-equilibrium geometry.

Structure (XYZ):
```
68
Properties=species:S:1:pos:R:3
I -2.5857 -0.5457 -2.1511
Ru -0.2106 0.5536 -2.1502
O 2.4713 1.3765 -2.6471
O -0.6948 -2.0204 0.1934
O -0.9798 2.5469 0.6303
N 0.1985 3.6101 -1.7261
N -1.3750 0.7407 2.0498
N -1.8143 3.2392 -2.4170
N 1.9332 -1.1547 -1.1018
N -0.5549 0.3054 0.0047
N 0.7999 -2.3365 -2.5055
C -3.6765 -3.0891 4.2215
C -1.5513 -1.9120 4.2245
C -1.7882 -1.4912 2.9079
C 1.6211 0.6186 -4.6954
C 2.5980 0.5174 3.6010
C 1.0766 -1.0363 -2.1561
C -0.4221 4.8347 -1.8649
C -2.4946 -2.7247 4.8723
C -0.6699 -0.8857 0.6681
C 1.4387 3.5587 -0.9943
C 2.2633 -2.4670 -0.8763
C -2.9833 -1.8256 2.2715
C -3.9281 -2.6257 2.9260
C 0.6325 -0.5711 2.6994
C 1.2586 0.5824 3.1877
C -0.6260 2.5909 -2.1563
C -1.6891 4.6033 -2.2551
C 1.5316 0.8447 -3.2585
C -0.8137 -0.5767 2.1707
C 2.6531 -1.8529 3.0971
C -3.0969 2.6936 -2.7763
C 1.3308 -1.7851 2.6543
C -0.1061 -2.8000 -3.5340
C 2.5066 -0.0840 -0.3079
C -0.9690 1.3389 0.8560
C 3.2863 -0.7025 3.5825
C 1.5341 -3.2057 -1.7323
H 1.7910 4.5957 -0.9076
H -3.1153 2.3787 -3.8226
H -0.6413 -1.6026 4.7497
H -2.5018 5.2976 -2.3950
H 0.0608 5.7584 -1.6010
H 2.0639 1.4891 -5.1850
H -3.1752 -1.4680 1.2594
H 3.4565 0.2269 -0.7531
H -1.1641 -2.6859 -3.2387
H -3.3462 1.8390 -2.1279
H 0.6305 0.4447 -5.1163
H 0.7102 1.5268 3.2764
H 1.2804 3.1591 0.0172
H 2.6717 -0.4623 0.7124
H -1.7088 1.3236 2.8105
H 0.1026 -3.8604 -3.7068
H -4.4130 -3.7218 4.7263
H 1.8274 0.7728 -0.2514
H 3.1750 -2.8149 3.0731
H 2.1715 2.9712 -1.5443
H 0.8224 -2.6776 2.2730
H 2.9874 -2.7501 -0.1326
H -3.8502 3.4792 -2.6254
H 2.2336 -0.2724 -4.8777
H 1.5050 -4.2734 -1.8752
H 4.3142 -0.7593 3.9519
H -2.3013 -3.0668 5.8920
H -4.8491 -2.8778 2.4060
H 3.0910 1.4221 3.9621
H 0.0670 -2.2547 -4.4619
```

The LUMO energy (alpha / beta) is 4.227 / 4.237 eV. The gap between HOMO and LUMO (alpha / beta) is 1.33 / 6.40 eV. Its spin multiplicity is 6. The calculation puts the highest occupied orbital energy (alpha / beta) at 2.9 / -2.2 eV. The total energy comes out at -54248.2095 eV. As for the relative energy (zero: lowest compared OMol25 entry of this formula, charge and spin): 0.000 eV. The total charge is -2.

---

(3)
The following is a DFT calculation (ωB97M-V/def2-TZVPD) of the molecule C11H15OP in a non-equilibrium geometry.

Structure (XYZ):
```
28
Properties=species:S:1:pos:R:3
P 1.1136 -0.2707 2.4770
O 0.4006 0.5208 3.4715
C 1.3759 0.2219 -0.3344
C -2.0225 0.7942 0.9307
C -3.5375 -1.0342 1.3195
C 0.8361 1.0854 -1.4769
C -1.2442 -1.4074 1.2453
C -2.5015 -1.9205 1.3790
C 1.3686 -1.2627 -0.7740
C 0.4676 0.5648 0.8171
C 2.8209 0.6554 0.0196
C -0.9658 -0.0860 0.8731
C -3.3078 0.3126 1.2129
H 1.6816 -1.3517 -1.8014
H -2.6950 -2.9875 1.3816
H 2.0789 -1.7209 -0.1146
H 3.5744 0.1164 -0.4374
H 2.9591 0.4217 1.0331
H -0.2575 1.0879 -1.7275
H -0.4770 -2.1672 1.5017
H 1.3460 0.7477 -2.3681
H 0.6153 1.5956 0.9831
H -4.6293 -1.2523 1.5667
H 2.9511 1.6898 -0.2608
H -4.0129 1.0915 1.1899
H -1.8118 1.8993 0.7272
H 0.9523 2.1387 -1.2890
H 0.3306 -1.7045 -0.6968
```

The LUMO energy (alpha / beta) is 0.778 / -2.083 eV. The gap between HOMO and LUMO (alpha / beta) is 7.21 / 7.32 eV. Its spin multiplicity is 3. The calculation puts the highest occupied orbital energy (alpha / beta) at -6.4 / -9.4 eV. The total energy comes out at -22982.9751 eV. As for the relative energy (zero: lowest compared OMol25 entry of this formula, charge and spin): 0.000 eV.

---

(4)
The following is a DFT calculation (ωB97M-V/def2-TZVPD) of the molecule C4H7NO.

Structure (XYZ):
```
13
Properties=species:S:1:pos:R:3
O 0.8402 1.3588 1.4782
N -0.0340 -0.8304 1.1260
C 0.3420 0.4649 0.7704
C 1.4286 0.1566 -0.4591
C -1.0372 -0.9710 0.0761
C -1.0513 0.5223 -0.1376
H -0.9426 0.9669 -1.1255
H -1.7935 1.0394 0.4662
H 1.0350 -0.5397 -1.1968
H 2.3285 -0.2200 0.0263
H 1.6024 1.1498 -0.8782
H -0.7307 -1.6295 -0.7487
H -1.9608 -1.3843 0.5069
```

The LUMO energy (alpha / beta) is -1.912 / -1.915 eV. The gap between HOMO and LUMO (alpha / beta) is 7.25 / 7.24 eV. The calculation puts the highest occupied orbital energy (alpha / beta) at -9.2 / -9.2 eV. The total energy comes out at -7794.1264 eV. As for the relative energy (zero: lowest compared OMol25 entry of this formula, charge and spin): 5.518 eV.